The following is a DFT calculation (wB97M-V/def2-TZVPD) of C42H48BBrEuN5OP2S3 as an isolated structure.

```
104
Properties=species:S:1:pos:R:3:forces:R:3:mulliken_spin:R:1
Eu -6.455 -7.985 19.285 -1.4092 -0.8804 0.8789 7.002
C -9.573 -5.630 14.996 -1.0534 0.7417 0.1143 0.000
C -8.640 -5.459 16.142 0.5896 0.8860 -0.0149 -0.002
C -7.371 -4.845 15.912 -0.6684 -0.7940 0.8922 -0.002
C -6.486 -4.682 16.963 0.9724 0.5005 0.5869 0.003
C -6.867 -5.172 18.231 -1.4178 -1.4329 -1.3568 -0.005
Br -5.611 -4.983 19.702 -0.5503 -0.1152 -0.3778 0.005
N -8.006 -5.876 18.426 0.0213 2.1754 -0.1837 0.011
C -8.993 -5.823 17.437 2.5147 0.3441 0.5446 0.005
H -10.582 -5.873 15.354 0.2210 0.0079 -0.1460 0.000
H -9.253 -6.428 14.357 0.2408 -0.6010 -0.3296 0.000
H -9.655 -4.735 14.359 0.1240 -0.1930 0.3267 0.000
H -7.147 -4.478 14.920 0.1401 -0.0514 -0.0089 0.000
H -5.482 -4.198 16.867 -1.2001 -0.3115 -0.0763 0.000
H -10.025 -5.956 17.742 0.2585 -0.8532 -0.0155 0.000
C -7.231 -4.490 23.828 0.3772 1.1240 -0.3159 -0.002
C -8.427 -3.963 22.970 -0.2921 -0.6878 1.1018 0.000
P -9.389 -2.543 23.792 -0.0549 -0.6427 -0.8208 0.000
C -8.011 -1.507 24.280 0.9921 1.8200 0.5602 0.000
C -8.171 -0.664 25.406 -1.3996 -1.5262 -0.8163 0.000
C -7.155 0.099 25.905 0.5245 1.2110 1.7898 0.000
C -5.922 0.156 25.304 0.0136 -1.3055 -1.7311 0.000
C -5.764 -0.631 24.131 1.1449 0.9268 0.2111 0.000
C -6.765 -1.390 23.614 -1.8301 -0.5338 -0.3839 0.000
C -10.099 -1.592 22.350 0.5026 0.8565 0.5008 0.000
C -10.735 -2.306 21.341 -0.6392 0.7161 0.0103 0.000
C -11.442 -1.571 20.348 0.0789 -1.2107 0.1048 0.000
C -11.477 -0.194 20.340 0.0696 0.6509 0.5950 0.000
C -10.834 0.521 21.382 -0.1311 -0.1662 -0.4457 0.000
C -10.134 -0.138 22.377 0.3342 -1.6413 -0.4072 0.000
P -7.247 -6.296 23.794 0.6379 -0.4651 -1.1793 0.003
C -5.759 -6.687 24.800 0.0997 0.1729 -1.3448 -0.003
C -4.468 -6.488 24.197 -1.5900 -0.2437 1.9104 0.002
C -3.361 -6.747 24.976 0.7328 0.2422 -0.5886 0.000
C -3.475 -7.205 26.282 -0.6653 -0.6672 -0.3068 0.000
C -4.723 -7.546 26.758 -0.4967 0.1170 1.0325 0.000
C -5.885 -7.274 26.038 0.6469 -0.5110 0.1475 0.000
C -8.626 -6.597 24.895 0.1169 0.1982 1.0695 0.003
C -9.583 -7.515 24.529 -0.5926 -0.5199 0.4012 -0.001
C -10.509 -7.979 25.461 -0.9374 0.4276 1.0974 0.000
C -10.555 -7.432 26.761 1.0141 0.1804 -1.5833 0.000
C -9.652 -6.402 27.049 -0.9618 0.3074 2.2106 0.000
C -8.685 -6.016 26.186 1.3717 0.4645 -1.8559 0.000
H -7.248 -4.145 24.862 -0.1179 0.1817 0.0146 0.000
H -6.263 -4.118 23.422 -0.6087 -0.2233 0.2093 0.000
H -9.116 -4.829 22.860 0.0259 0.6846 -0.0225 0.000
H -8.036 -3.769 21.995 0.0131 0.4941 -0.8181 0.000
H -9.159 -0.599 25.883 0.4952 -0.3291 -0.0601 0.000
H -7.323 0.623 26.871 0.0742 -0.1025 -0.9290 0.000
H -5.133 0.799 25.628 0.3448 0.1341 0.3773 0.000
H -4.864 -0.679 23.510 0.0821 0.6191 0.6176 0.000
H -6.644 -1.779 22.594 0.0179 -0.3377 0.6330 0.000
H -10.777 -3.418 21.387 0.0546 0.9946 -0.2325 0.000
H -12.011 -2.157 19.621 0.2307 0.3393 -0.0119 0.000
H -12.021 0.386 19.575 0.2682 -0.5627 0.4223 0.000
H -10.911 1.607 21.378 0.1777 -0.2027 0.0543 0.000
H -9.518 0.410 23.111 -0.6445 -0.3396 -0.2814 0.000
H -4.393 -6.098 23.204 0.0666 0.1067 -0.4851 0.000
H -2.374 -6.612 24.539 -0.0567 0.0922 0.1463 0.000
H -2.626 -7.448 26.880 0.5979 0.0994 0.1904 0.000
H -4.844 -7.971 27.760 0.2435 0.0471 -0.3731 0.000
H -6.848 -7.605 26.428 0.3241 0.3389 -0.0910 0.000
H -9.644 -7.911 23.530 0.3242 -0.1277 -0.2655 0.000
H -11.281 -8.693 25.171 0.3562 0.0099 0.0309 0.000
H -11.224 -7.763 27.529 -0.4252 -0.1710 0.0351 0.000
H -9.724 -5.874 28.023 0.0816 -0.5723 -0.6213 0.000
H -7.895 -5.268 26.418 -0.9284 -0.5827 0.2076 0.000
C -11.314 -9.159 20.195 1.5038 0.7136 0.4890 -0.001
N -10.275 -10.181 20.424 -0.4989 -1.1709 -0.5024 0.001
C -10.474 -11.278 21.288 0.2474 1.1886 -0.6394 0.000
C -9.439 -12.109 21.123 0.9712 -0.3057 -0.3748 0.001
N -8.633 -11.613 20.099 -0.5727 1.6583 -0.3653 -0.005
B -7.364 -12.144 19.434 0.8798 -0.0503 -0.3132 0.004
N -6.059 -11.959 20.301 0.6100 0.4348 1.0758 -0.002
C -4.983 -12.825 20.096 -0.3904 0.7254 -0.2021 0.001
C -3.883 -12.313 20.685 -0.3554 0.7214 0.6189 -0.001
N -4.317 -11.162 21.366 -0.2668 0.2830 -0.2172 0.000
C -3.505 -10.396 22.308 0.2828 0.6459 0.2406 -0.002
C -5.661 -10.891 21.067 1.8797 -3.0030 -0.4537 -0.003
S -6.549 -9.601 21.718 -0.1350 0.7390 -0.0417 -0.009
C -9.176 -10.443 19.631 -1.2350 -1.6987 2.6721 0.001
S -8.731 -9.602 18.280 0.3348 1.9162 -1.4331 -0.007
H -12.100 -9.487 19.495 0.4750 0.2006 0.1965 0.000
H -10.721 -8.267 19.841 -1.0897 -0.7911 0.0236 0.001
H -11.734 -8.902 21.189 0.0606 -0.2073 -0.6640 0.000
H -11.369 -11.337 21.863 -0.1495 -0.0251 0.4844 0.000
H -9.148 -12.993 21.683 -0.2206 0.1838 -0.3404 0.000
H -7.035 -11.460 18.458 -0.7173 -0.7976 0.2635 0.000
H -7.507 -13.319 19.264 0.1677 -0.2313 -0.2147 0.000
H -5.080 -13.712 19.487 -0.1129 0.2155 0.0404 0.000
H -2.833 -12.606 20.616 -0.5922 0.0615 0.3888 0.000
H -2.559 -10.906 22.535 -0.3829 -0.1800 -0.3373 0.000
H -4.001 -10.232 23.294 0.0313 -0.0768 -0.9767 0.000
H -3.229 -9.415 21.865 -0.3416 -0.3978 0.3695 0.001
C -2.184 -7.103 19.131 -1.1922 -0.7252 0.3450 -0.002
S -2.956 -8.335 18.031 -0.9503 -0.2086 1.1486 -0.001
C -3.304 -7.271 16.647 0.1931 -0.4594 -1.0154 -0.001
O -4.340 -8.614 18.692 2.0152 0.3030 -1.0234 0.001
H -1.579 -6.446 18.541 0.3501 0.3887 -0.1157 0.000
H -1.597 -7.662 19.853 0.1101 0.0648 0.0766 0.000
H -3.031 -6.603 19.644 0.6051 -0.0591 -0.3791 0.002
H -2.568 -6.484 16.577 0.0799 0.3383 0.1423 0.000
H -4.313 -6.894 16.745 -0.1729 0.2395 0.0615 0.003
H -3.206 -7.851 15.715 -0.2683 0.0579 0.4280 0.000
```
Positions in Å, forces in eV/Å.

Summary:
HOMO-LUMO gap (spin up / spin down), eV: 6.57 / 6.58
Multiplicity: 8
HOMO (spin up / spin down), eV: -9.64 / -9.65
LUMO (spin up / spin down), eV: -3.1 / -3.1
Charge: +1
Total energy, eV: -194958.1162

The following is a DFT calculation (wB97M-V/def2-TZVPD) of C42H48F3IrN8P2Se2 as an isolated structure.

```
106
Properties=species:S:1:pos:R:3:forces:R:3:mulliken_spin:R:1
Ir 0.092 -0.256 -0.078 0.6556 -0.5337 -0.0341 2.079
C 1.852 -2.714 -1.980 0.0280 0.0388 -0.0119 -0.059
C 1.062 -3.272 -0.791 -0.1136 0.0232 0.0206 0.087
N 1.100 -1.874 1.290 0.0462 0.0473 0.0254 0.285
C 2.024 -1.315 2.308 -0.1041 -0.0680 -0.0387 0.020
C 2.871 -0.262 1.651 -0.0084 0.1201 -0.0841 -0.001
N 1.990 0.791 1.109 0.1006 -0.0035 0.0153 0.259
C 2.803 1.833 0.453 -0.0844 -0.0253 0.0780 0.015
C 2.045 3.131 0.199 0.0358 0.0474 -0.0140 -0.006
C 0.564 3.001 -0.135 0.0040 -0.0715 -0.0932 0.013
N 0.249 1.881 -1.055 -0.1179 0.1927 0.1338 0.211
C 1.043 1.862 -2.297 -0.0120 0.0465 0.1434 0.004
C 0.606 0.682 -3.124 -0.0013 -0.1315 -0.0028 0.023
N 0.657 -0.570 -2.331 0.0274 0.1614 -0.1113 0.176
C 1.992 -1.203 -2.160 -0.1168 -0.0575 0.0465 0.132
H 1.422 -3.132 -2.897 -0.0062 0.0255 0.0085 -0.003
H 2.856 -3.138 -1.919 0.0018 -0.0176 -0.0303 -0.001
H 1.001 -4.349 -0.961 0.0077 -0.0505 0.0079 0.002
H -0.716 -2.615 -1.627 -0.0791 -0.0556 -0.0060 -0.004
H 0.271 -2.217 1.772 -0.0162 0.0194 0.0063 -0.013
H 2.633 -2.101 2.757 0.0085 -0.0129 -0.0212 0.003
H 1.426 -0.862 3.094 -0.0254 -0.0067 0.0635 -0.002
H 3.455 -0.673 0.823 0.0282 -0.0359 0.0160 0.002
H 3.583 0.155 2.368 -0.0002 0.0320 0.0083 0.003
H 1.475 1.193 1.895 0.0028 0.0172 0.0201 -0.013
H 3.208 1.407 -0.466 -0.0214 -0.0155 -0.0034 0.001
H 3.668 2.057 1.081 0.0380 0.0018 0.0055 0.004
H 2.567 3.669 -0.595 -0.0130 0.0107 0.0090 -0.001
H 2.112 3.774 1.078 0.0066 -0.0134 -0.0082 0.000
H 0.230 3.941 -0.580 -0.0331 0.0258 -0.0053 -0.001
H -0.030 2.843 0.767 0.0298 -0.0295 0.0072 0.004
H -0.733 1.969 -1.310 0.0199 0.0669 -0.0562 -0.006
H 2.099 1.790 -2.045 -0.0171 0.0080 -0.0174 0.000
H 0.907 2.785 -2.867 -0.0058 0.0237 -0.0137 0.002
H 1.209 0.594 -4.029 0.0399 -0.0018 -0.0030 0.001
H -0.433 0.816 -3.429 -0.0168 -0.0224 -0.0411 0.003
H 0.077 -1.235 -2.832 -0.0732 0.0037 0.0356 0.007
H 2.502 -0.736 -1.310 -0.0270 -0.0067 -0.0109 -0.029
H 2.610 -1.013 -3.041 0.0236 0.0113 -0.0217 0.015
Se -2.247 1.633 6.390 0.0419 -0.0398 -0.0240 0.978
P -3.622 1.258 4.704 0.1145 0.1416 -0.1916 0.013
C -4.600 2.697 4.352 -0.0815 0.0910 -0.0183 -0.006
C -5.720 2.970 5.143 0.0136 0.0799 -0.0257 -0.008
C -6.409 4.158 4.959 -0.0004 -0.0208 0.0059 0.006
C -5.975 5.072 4.007 0.0084 0.0150 -0.0057 -0.002
C -4.849 4.809 3.237 0.0125 0.0023 0.0025 0.004
C -4.155 3.623 3.408 -0.0395 0.0329 0.0389 0.000
C -4.629 -0.177 5.021 -0.0500 -0.1455 0.0525 0.004
C -4.022 -1.284 5.624 -0.0957 -0.0113 -0.0558 -0.006
C -4.773 -2.418 5.883 0.0118 0.0163 -0.0058 0.006
C -6.123 -2.450 5.551 -0.0024 -0.0189 0.0060 0.002
C -6.728 -1.350 4.957 0.0167 0.0202 -0.0013 0.001
C -5.988 -0.208 4.695 0.0467 -0.1124 -0.0135 -0.016
C -2.425 0.977 3.376 0.0839 0.2329 0.3458 -0.036
C -2.371 0.599 2.038 -0.0368 -0.3529 -0.0332 -0.008
N -1.058 0.502 1.743 0.1326 0.3856 0.1029 0.346
N -0.346 0.853 2.813 -0.2522 -0.0041 -0.0314 0.033
N -1.150 1.140 3.797 0.0317 -0.2132 -0.1742 0.002
P -3.577 0.243 0.753 -0.0319 -0.0873 -0.0143 0.092
Se -2.422 -0.142 -1.051 -0.0154 0.1202 -0.1795 0.277
C -4.691 1.614 0.524 -0.0991 0.0262 -0.0695 -0.013
C -4.484 2.575 -0.465 -0.0195 0.1292 0.0985 0.001
C -5.390 3.617 -0.602 0.0515 -0.0411 -0.0111 0.005
C -6.501 3.689 0.229 -0.0255 -0.0076 0.0100 0.001
C -6.715 2.722 1.204 -0.0171 0.0172 -0.0024 0.000
C -5.813 1.683 1.352 -0.0985 0.0711 -0.0461 -0.003
C -4.524 -1.189 1.227 0.0893 -0.1162 0.1294 -0.016
C -3.954 -2.142 2.075 -0.1009 0.0438 0.0699 0.008
C -4.639 -3.318 2.337 -0.0502 -0.0066 0.0062 0.001
C -5.877 -3.548 1.744 0.0570 -0.0100 0.0507 0.000
C -6.441 -2.600 0.901 -0.0094 0.0717 -0.0077 0.003
C -5.770 -1.414 0.640 0.0122 -0.1459 -0.0597 0.006
H -6.045 2.275 5.907 0.0048 0.0218 0.0036 -0.002
H -7.275 4.378 5.570 0.0196 -0.0066 -0.0115 0.000
H -6.511 6.004 3.876 0.0131 -0.0184 0.0040 0.000
H -4.510 5.533 2.507 -0.0027 -0.0174 0.0193 0.000
H -3.272 3.423 2.813 -0.0001 0.0076 0.0035 0.000
H -2.979 -1.248 5.912 0.0188 0.0024 0.0095 0.001
H -4.313 -3.270 6.366 -0.0058 0.0148 -0.0022 0.000
H -6.712 -3.330 5.776 0.0156 0.0125 -0.0054 0.000
H -7.785 -1.372 4.722 0.0227 0.0035 0.0044 0.000
H -6.475 0.659 4.275 -0.0023 0.0123 -0.0833 0.000
H -3.636 2.501 -1.133 0.0011 -0.0037 -0.0095 -0.003
H -5.242 4.362 -1.373 -0.0029 -0.0168 0.0116 0.000
H -7.214 4.494 0.105 0.0213 -0.0154 -0.0007 0.000
H -7.591 2.772 1.839 0.0321 -0.0038 -0.0276 0.000
H -5.997 0.908 2.080 -0.0147 -0.0214 0.0951 0.005
H -2.995 -1.957 2.546 -0.0066 -0.0210 -0.0211 -0.002
H -4.219 -4.052 3.014 0.0058 0.0207 -0.0251 0.000
H -6.407 -4.470 1.946 0.0097 0.0150 -0.0031 0.000
H -7.406 -2.782 0.447 0.0249 0.0033 0.0048 0.000
H -6.210 -0.680 -0.023 0.0012 -0.0111 -0.0121 0.000
F -0.844 -5.653 3.551 -0.0324 0.0057 0.0566 0.000
C 0.086 -5.938 2.621 -0.0220 0.0443 -0.0760 0.001
F 1.208 -6.268 3.251 0.0326 -0.0127 0.0059 0.000
F -0.342 -6.997 1.930 -0.0464 -0.0240 0.0012 0.000
C 0.268 -4.749 1.698 -0.2378 -0.0154 -0.0629 0.003
C 1.489 -4.273 1.480 0.1538 0.1178 -0.0363 0.009
C 1.696 -3.064 0.602 0.0221 -0.0094 0.1218 -0.047
N -0.297 -2.724 -0.713 -0.2914 -0.0319 0.1392 0.115
C -1.230 -3.386 0.131 0.1820 0.1507 -0.2219 0.013
C -0.996 -4.230 1.138 0.1658 -0.1975 0.1971 0.022
H 2.348 -4.751 1.934 -0.0264 0.0186 -0.0293 0.001
H 2.763 -2.877 0.484 -0.0009 0.0497 -0.0096 0.001
H -2.255 -3.122 -0.097 0.0095 0.0146 -0.0302 -0.005
H -1.894 -4.603 1.615 0.0259 -0.0158 0.0194 0.001
```
Positions in Å, forces in eV/Å.

Summary:
HOMO-LUMO gap (spin up / spin down), eV: 8.40 / 6.08
Multiplicity: 6
HOMO (spin up / spin down), eV: -15.53 / -15.89
LUMO (spin up / spin down), eV: -7.1 / -9.8
Charge: +3
Total energy, eV: -216490.5334

Values of ΔE to the lowest compared entry with this formula, charge and spin, in order: 96.6 0.0, all in kJ/mol.
Values of molecular weight, in order: 1039.71 1133.98, all in g mol⁻¹.